Record 1
# C26H33N3O5

A single C26H33N3O5 molecule (ωB97M-V/def2-TZVPD, OMol25).

Multiplicity: 1
Largest force on an atom: 0.596 eV/Å
Frontier orbital gap: 8.6482 eV
Energy above the lowest of the compared OMol25 structures with the same formula, charge and spin: 139.8 kJ/mol
HOMO energy: -8.1 eV
M: 467.57 g mol⁻¹
SMILES: CCOc1cc(C(=O)Nc2ccccc2N2CCOCC2)ccc1OCC(=O)N1CCCCC1

CARTESIAN COORDINATES (ANGSTROEM)
C  0.8966  3.2784  -3.1217
C  0.2381  2.0614  -2.4916
O  1.2605  1.1426  -2.1680
C  0.9258  -0.0377  -1.5783
C  -0.3595  -0.4352  -1.2631
C  -0.5920  -1.6663  -0.6416
C  -1.9550  -2.1471  -0.2742
O  -2.2169  -3.3267  -0.1496
N  -2.8469  -1.1381  -0.0557
C  -4.2019  -1.1916  0.2590
C  -4.9531  -2.3583  0.2414
C  -6.3114  -2.3067  0.5020
C  -6.9279  -1.0982  0.7707
C  -6.1819  0.0691  0.8066
C  -4.8178  0.0363  0.5676
N  -3.9823  1.1858  0.5746
C  -3.1992  1.3725  1.7897
C  -2.0902  2.3835  1.4909
O  -2.6170  3.6076  1.0348
C  -3.4314  3.4240  -0.1007
C  -4.5774  2.4493  0.1838
C  0.4829  -2.4937  -0.3570
C  1.7776  -2.1096  -0.6658
C  2.0135  -0.8910  -1.2783
O  3.2329  -0.4115  -1.6491
C  4.3756  -1.2022  -1.4104
C  4.7418  -1.4021  0.0686
O  4.9757  -2.5238  0.4845
N  4.7870  -0.3103  0.8502
C  4.6808  1.0678  0.4254
C  6.0344  1.7651  0.5831
C  6.5083  1.6653  2.0308
C  6.5529  0.2005  2.4586
C  5.1886  -0.4501  2.2374
H  1.4425  2.9819  -4.0128
H  1.5956  3.7256  -2.4205
H  0.1411  4.0112  -3.3904
H  -0.4728  1.6082  -3.1972
H  -0.3068  2.3578  -1.5825
H  -1.1889  0.1956  -1.5440
H  -2.5186  -0.1842  -0.1367
H  -4.4657  -3.2920  0.0155
H  -6.8908  -3.2171  0.4844
H  -7.9897  -1.0587  0.9624
H  -6.6673  1.0077  1.0285
H  -2.7675  0.4214  2.1051
H  -3.8280  1.7605  2.6082
H  -1.5221  2.6140  2.3934
H  -1.4073  1.9636  0.7336
H  -3.8153  4.4114  -0.3612
H  -2.8271  3.0371  -0.9368
H  -5.1751  2.3009  -0.7170
H  -5.2127  2.8775  0.9759
H  0.2941  -3.4454  0.1139
H  2.5939  -2.7676  -0.4172
H  4.2687  -2.1994  -1.8540
H  5.1954  -0.6829  -1.9173
H  4.3310  1.1301  -0.6024
H  3.9408  1.5624  1.0665
H  5.9401  2.8094  0.2825
H  6.7640  1.2855  -0.0731
H  7.4956  2.1181  2.1354
H  5.8176  2.2124  2.6770
H  6.8286  0.1172  3.5104
H  7.2996  -0.3331  1.8673
H  5.2229  -1.5158  2.4674
H  4.4346  0.0325  2.8690

Cartesian forces (eV/Å) of the 2 atoms listed first:
C -0.075 -0.409 0.192
C -0.233 0.324 -0.111

***

Record 2
# C32H51Cl2LaP

A molecular structure, C32H51Cl2LaP at a distorted geometry (ωB97M-V/def2-TZVPD, OMol25).

Multiplicity: 1
Largest force on an atom: 5.355 eV/Å
Frontier orbital gap: 3.8942 eV
Total charge: -1
HOMO energy: -1.8 eV
M: 676.55 g mol⁻¹

CARTESIAN COORDINATES (ANGSTROEM)
La  0.2204  -0.0505  0.0821
Cl  1.1988  -0.5223  2.3814
P  0.0841  0.6745  -2.6154
C  -1.8931  0.7521  0.1541
H  -2.7588  0.0530  0.0927
H  -1.8777  1.8032  0.3654
C  1.9402  0.8559  -2.5426
C  -0.7456  2.2737  -2.5296
C  2.4621  0.9598  -3.9655
H  2.0892  1.8265  -2.0221
C  3.9591  1.3076  -3.9398
H  2.3280  -0.0039  -4.4821
H  1.9062  1.7187  -4.5406
C  4.7612  0.2742  -3.1400
H  4.3373  1.3782  -4.9652
H  4.0850  2.2976  -3.4793
C  4.2097  0.1202  -1.7255
H  4.7056  -0.6928  -3.6552
H  5.8164  0.5563  -3.1074
C  2.7058  -0.2148  -1.7395
H  4.7515  -0.6576  -1.1746
H  4.3450  1.0606  -1.1708
H  2.5567  -1.2111  -2.1916
H  2.3835  -0.2702  -0.6713
C  -0.6000  -0.4959  -3.6796
C  -2.2698  2.1091  -2.7055
H  -0.5827  2.6967  -1.5085
C  -2.9359  3.4819  -2.5839
H  -2.4864  1.6847  -3.6968
H  -2.6671  1.4171  -1.9537
C  -2.3394  4.4798  -3.5745
H  -4.0141  3.3776  -2.7406
H  -2.7923  3.8541  -1.5597
C  -0.8228  4.5991  -3.3992
H  -2.5566  4.1465  -4.5969
H  -2.8108  5.4611  -3.4550
C  -0.1241  3.2408  -3.5239
H  -0.4025  5.2964  -4.1320
H  -0.6066  5.0106  -2.4024
H  -0.2287  2.8628  -4.5540
H  0.9536  3.3544  -3.3268
C  0.1012  -1.8656  -3.7350
H  -1.6318  -0.6627  -3.2991
C  -0.6522  -2.7928  -4.6952
H  1.1365  -1.7260  -4.0838
H  0.1592  -2.3520  -2.7495
C  -0.7850  -2.1659  -6.0856
H  -0.1325  -3.7562  -4.7560
H  -1.6533  -2.9898  -4.2883
C  -1.4301  -0.7803  -5.9999
H  0.2124  -2.0699  -6.5344
H  -1.3687  -2.8174  -6.7430
C  -0.6608  0.1401  -5.0304
H  -1.4729  -0.3120  -6.9899
H  -2.4644  -0.8810  -5.6440
H  0.3600  0.2932  -5.4169
H  -1.1445  1.1261  -5.0029
C  0.0791  -2.5154  -0.2643
C  -1.2542  -2.1361  -0.4691
H  0.8482  -2.3403  -1.0721
C  -2.3256  -2.4494  0.4967
H  -1.5546  -1.7397  -1.4732
C  -1.7464  -2.8343  1.8741
H  -3.0618  -1.6591  0.5957
H  -2.8474  -3.3217  0.0752
C  -0.6376  -3.8741  1.7218
H  -1.3367  -1.9356  2.3691
H  -2.5501  -3.2168  2.5155
C  0.5305  -3.3502  0.8624
H  -0.2689  -4.2003  2.7004
H  -1.0549  -4.7596  1.2282
H  1.2405  -2.8081  1.5247
H  1.0959  -4.1790  0.4340
Cl  1.7279  4.8940  2.5103
C  0.6282  3.8213  3.1823
C  0.1837  4.0353  4.4796
C  -0.7315  3.1630  5.0950
C  -1.2165  2.0623  4.3986
C  -0.7792  1.8357  3.0857
C  0.1726  2.6766  2.3961
C  0.6587  2.4898  1.1172
H  0.5479  4.8920  5.0467
H  -1.0694  3.3382  6.1202
H  -1.9248  1.3732  4.8543
H  -1.1871  0.9570  2.5607
H  0.3512  3.2296  0.3765
H  1.7495  2.3499  1.0574

Cartesian forces (eV/Å) of the 2 atoms listed first:
La -0.173 5.001 1.270
Cl 1.496 -0.835 2.650

***

Record 3
# C3H10NO2Si

2 unconnected molecules or ions with the total composition C3H10NO2Si at a distorted geometry (ωB97M-V/def2-TZVPD, OMol25).

Multiplicity: 1
Largest force on an atom: 2.911 eV/Å
Frontier orbital gap: 10.0995 eV
Energy above the lowest of the compared OMol25 structures with the same formula, charge and spin: 306.8 kJ/mol
Total charge: +1
HOMO energy: -14.6 eV
M: 120.20 g mol⁻¹

CARTESIAN COORDINATES (ANGSTROEM)
C  0.6572  1.7951  -0.4950
C  0.8541  0.6696  -1.5022
C  -0.1208  -0.4244  -1.3822
N  -1.3877  -0.3055  -1.1623
O  -0.4448  1.8454  -0.0178
O  0.7813  -0.8890  1.1007
Si  -0.3268  -0.9574  2.3344
H  1.5401  2.4623  -0.4163
H  0.5942  1.1480  -2.4065
H  1.7706  0.1893  -1.6699
H  0.1466  -1.4082  -1.4294
H  -1.9947  -1.1534  -1.0934
H  1.6843  -0.5810  1.3159
H  -1.7975  0.6067  -0.9357
H  0.1728  -0.2192  3.4670
H  -1.5256  -0.4800  1.6073
H  -0.6031  -2.2982  2.6856

Cartesian forces (eV/Å) of the 2 atoms listed first:
C -0.369 -1.245 -0.560
C -1.142 -0.725 0.388

***

Record 4
# C2H3N5O

A single C2H3N5O molecule at a distorted geometry (ωB97M-V/def2-TZVPD, OMol25).

Multiplicity: 1
Largest force on an atom: 7.375 eV/Å
Frontier orbital gap: 7.2447 eV
Energy above the lowest of the compared OMol25 structures with the same formula, charge and spin: 697.2 kJ/mol
HOMO energy: -9.1 eV
M: 113.08 g mol⁻¹
SMILES: N/N=c1\nncno1

CARTESIAN COORDINATES (ANGSTROEM)
N  2.3999  0.2338  -0.2225
N  1.4264  -0.7882  -0.0694
C  0.3336  -0.3570  0.1501
N  -0.2465  0.9715  0.4145
N  -1.4039  1.3198  -0.1459
C  -2.2215  0.1209  -0.2598
N  -1.8992  -1.1062  -0.0615
O  -0.5297  -1.4758  0.1600
H  3.3403  -0.1352  -0.3130
H  2.2706  1.0723  0.3572
H  -3.4699  0.1441  -0.0095

Cartesian forces (eV/Å) of the 2 atoms listed first:
N 0.070 -0.345 -0.014
N 6.731 2.187 -1.201

***

Record 5
# C7H16AuClIN2O2PS

A molecular structure, C7H16AuClIN2O2PS at a distorted geometry (ωB97M-V/def2-TZVPD, OMol25).

Multiplicity: 3
Largest force on an atom: 4.319 eV/Å
Frontier orbital gap (spin up / spin down): 6.8801 / 5.0204 eV
Energy above the lowest of the compared OMol25 structures with the same formula, charge and spin: 0.0 kJ/mol
Total charge: +2
HOMO energy (spin up / spin down): -14.0 / -15.4 eV
M: 582.58 g mol⁻¹

CARTESIAN COORDINATES (ANGSTROEM)
C  -3.4574  2.5588  -4.3996
C  -3.4925  1.3397  -3.5348
H  -4.2724  2.4543  -5.1439
H  -2.4953  2.6673  -4.9288
H  -3.6224  3.4751  -3.8072
O  -4.2551  0.4161  -3.5731
I  -1.8415  1.3222  -1.9823
Au  -0.2314  0.6836  0.2309
P  1.4268  -0.7286  -0.8450
C  1.5006  -2.4880  -0.4384
C  1.2020  -0.7023  -2.6332
H  3.1564  0.9338  -0.6842
H  3.7616  -0.6156  -1.3473
H  3.4379  -0.4588  0.4032
C  3.1133  -0.1522  -0.5934
H  1.2350  0.3349  -2.9711
H  2.0047  -1.2844  -3.1077
H  2.2717  -2.9725  -1.0540
H  0.5343  -2.9645  -0.6307
H  0.2341  -1.1473  -2.8741
H  1.7494  -2.6039  0.6200
C  -0.5380  -0.4576  1.8882
O  -0.3969  -1.6647  1.9662
Cl  0.8484  2.4237  -0.9782
N  -0.2274  0.9530  5.7018
C  -0.3673  0.0702  4.7045
N  -0.0396  -1.2058  4.8619
S  -1.1394  0.6257  3.2200
H  0.2856  0.7121  6.5517
H  -0.5007  1.9159  5.5324
H  -0.1300  -1.8707  4.0806
H  0.2453  -1.5696  5.7657

Cartesian forces (eV/Å) of the 2 atoms listed first:
C -0.216 0.556 -0.591
C -3.351 -2.083 -1.757

***

Record 6
# C2H4BrNO2

A single C2H4BrNO2 molecule at a distorted geometry (ωB97M-V/def2-TZVPD, OMol25).

Multiplicity: 1
Largest force on an atom: 3.121 eV/Å
Frontier orbital gap (spin up / spin down): 7.6802 / 7.6847 eV
Energy above the lowest of the compared OMol25 structures with the same formula, charge and spin: 602.7 kJ/mol
HOMO energy (spin up / spin down): -7.9 / -7.9 eV
M: 153.96 g mol⁻¹

CARTESIAN COORDINATES (ANGSTROEM)
C  1.5717  0.1275  -2.5165
C  -1.2200  -0.4882  1.7124
N  -0.1651  1.3931  0.6116
O  2.0975  -0.8345  -2.9521
O  -1.2019  0.6800  0.8779
Br  1.2149  0.3968  -0.4616
H  1.2995  1.1570  -3.0814
H  -0.7581  -0.2766  2.6197
H  -0.6520  -1.3459  1.2554
H  -2.1866  -0.8092  1.9346

Cartesian forces (eV/Å) of the 2 atoms listed first:
C 0.129 1.418 -0.504
C 2.668 -0.977 -1.292